Here is a structure of composition C25H28F5O3V from the Open Molecules 2025 dataset. Energies are from the ωB97M-V functional and the def2-TZVPD basis.

Computed properties:
- total charge = -1
- lowest unoccupied orbital energy (spin up / spin down) (eV) = 2.50 / 2.50
- multiplicity = 4

```
62
C25H28F5O3V the ωB97M-V functional and the def2-TZVPD basis
O 1.44 -0.25 -1.31
C 1.25 1.06 -1.91
C 1.45 0.61 -3.33
H 2.00 1.75 -1.59
H 0.27 1.46 -1.69
C 1.44 -0.83 -2.66
H 2.30 1.01 -3.90
H 0.50 0.78 -3.85
C 2.72 -1.61 -2.65
H 3.41 -1.12 -1.96
H 3.09 -1.73 -3.68
H 2.60 -2.56 -2.10
C 0.16 -1.46 -3.23
H -0.63 -0.73 -3.46
H -0.40 -2.21 -2.69
H 0.45 -1.92 -4.19
V -1.85 -0.64 0.36
C -3.83 -0.40 -0.71
C -3.69 0.78 0.09
C -2.55 1.50 -0.39
H -4.41 1.14 0.82
C -2.04 0.81 -1.53
C -2.81 -0.38 -1.72
H -2.72 -1.05 -2.57
H -4.65 -1.12 -0.64
H -2.18 2.46 -0.01
H -1.31 1.20 -2.23
C -2.47 -2.71 1.02
C -2.09 -2.85 -0.37
C -0.67 -2.70 -0.45
H -2.76 -3.17 -1.17
C -0.18 -2.29 0.81
C -1.26 -2.40 1.75
H -1.15 -2.42 2.83
H -3.43 -2.98 1.44
H -0.03 -3.09 -1.24
H 0.86 -2.10 1.05
O 3.36 1.01 -0.10
C 4.13 1.02 -1.33
C 5.33 1.97 -1.30
H 3.50 1.43 -2.15
H 4.39 0.02 -1.68
C 4.93 2.92 -0.15
H 5.33 2.49 -2.27
H 6.33 1.51 -1.18
C 3.73 2.25 0.57
H 4.61 3.88 -0.57
H 5.79 3.07 0.50
H 2.86 2.93 0.50
H 3.91 2.07 1.63
F -3.97 0.55 7.06
C -3.44 0.41 5.83
C -4.21 -0.19 4.82
F -5.44 -0.68 5.10
C -3.69 -0.28 3.55
F -4.41 -0.91 2.58
C -2.40 0.22 3.23
O -1.87 0.08 2.04
C -1.64 0.80 4.28
F -0.38 1.21 4.00
C -2.15 0.91 5.56
F -1.42 1.49 6.54
```

***

Here is a structure of composition C25H28HfN7O6 from the Open Molecules 2025 dataset. Energies are from the ωB97M-V functional and the def2-TZVPD basis.

Computed properties:
- total charge = +1
- lowest unoccupied orbital energy (eV) = -4.25

```
67
C25H28HfN7O6 the ωB97M-V functional and the def2-TZVPD basis
Hf 0.34 0.21 -0.35
O 4.25 -0.67 1.64
C 3.19 -0.10 1.13
O 2.05 -0.53 1.26
C 3.41 1.17 0.39
C 4.57 1.89 0.31
C 4.52 3.13 -0.33
C 3.32 3.59 -0.84
C 2.20 2.78 -0.72
N 2.25 1.59 -0.14
C 0.81 3.15 -1.21
O 0.61 4.20 -1.76
O -0.05 2.21 -0.95
H 4.00 -1.49 2.10
H 5.48 1.51 0.75
H 5.42 3.73 -0.41
H 3.22 4.55 -1.32
C -2.51 0.24 -3.63
C -1.19 0.12 -2.96
O -1.21 -0.04 -1.66
C 0.00 0.21 -3.66
C 1.24 0.06 -2.99
C 2.43 0.88 -3.37
N 1.40 -0.83 -2.00
N 0.59 -1.98 -2.12
C 0.06 -2.43 -1.04
O 0.10 -1.77 0.11
C -0.67 -3.72 -1.07
C -0.76 -4.45 -2.25
C -1.46 -5.65 -2.26
C -2.06 -6.12 -1.10
C -1.97 -5.39 0.07
C -1.27 -4.19 0.09
H -3.29 0.48 -2.91
H -2.76 -0.71 -4.11
H -2.48 1.00 -4.41
H -0.03 0.57 -4.68
H 2.82 0.48 -4.31
H 3.22 0.79 -2.63
H 2.17 1.93 -3.55
H -0.29 -4.08 -3.14
H -1.53 -6.22 -3.18
H -2.60 -7.06 -1.12
H -2.43 -5.76 0.98
H -1.19 -3.62 1.01
C -0.08 1.91 2.35
N -0.82 2.30 3.52
C -0.95 1.14 4.41
N -1.66 0.04 3.74
C -0.92 -0.36 2.57
N -0.75 0.79 1.60
C -2.15 1.27 1.25
N -2.89 1.66 2.43
C -2.16 2.73 3.11
C -2.98 0.51 3.34
H 0.92 1.57 2.63
H 0.00 2.76 1.66
H -1.51 1.44 5.29
H 0.04 0.80 4.71
H -1.44 -1.16 2.05
H 0.07 -0.71 2.85
H -2.67 0.45 0.74
H -2.05 2.11 0.57
H -2.72 3.04 4.00
H -2.08 3.59 2.44
H -3.52 -0.30 2.84
H -3.55 0.80 4.22
```

***

Here is an isolated molecule of C25H28N2O3 from the Open Molecules 2025 dataset. Energies are from the ωB97M-V functional and the def2-TZVPD basis.

Computed properties:
- total charge = 0
- lowest unoccupied orbital energy (eV) = 0.64
- SMILES = COc1ccc(CCNC[C@@H](O)Cn2c3ccccc3c3ccccc32)cc1OC

```
58
C25H28N2O3 the ωB97M-V functional and the def2-TZVPD basis
C -1.26 -5.20 4.26
O -1.53 -3.91 3.77
C -0.58 -3.30 3.00
C 0.64 -3.84 2.65
C 1.53 -3.13 1.86
C 1.22 -1.86 1.41
C 2.16 -1.12 0.51
C 1.77 -1.32 -0.96
N 0.53 -0.62 -1.23
C -0.08 -0.89 -2.51
C -1.52 -0.34 -2.49
O -2.10 -0.59 -1.24
C -1.59 1.17 -2.85
N -0.67 2.00 -2.12
C -0.86 2.44 -0.83
C -1.97 2.34 -0.01
C -1.90 2.90 1.25
C -0.74 3.53 1.70
C 0.38 3.63 0.90
C 0.32 3.09 -0.38
C 1.25 3.02 -1.47
C 2.56 3.47 -1.64
C 3.19 3.24 -2.84
C 2.53 2.59 -3.88
C 1.23 2.13 -3.74
C 0.59 2.34 -2.52
C -0.01 -1.30 1.77
C -0.91 -2.00 2.55
O -2.13 -1.54 2.94
C -2.56 -0.29 2.46
H -1.12 -5.92 3.44
H -2.13 -5.48 4.84
H -0.37 -5.21 4.91
H 0.91 -4.83 2.99
H 2.47 -3.58 1.59
H 3.18 -1.49 0.65
H 2.15 -0.05 0.73
H 2.59 -0.99 -1.62
H 1.60 -2.39 -1.14
H 0.70 0.37 -1.12
H 0.47 -0.49 -3.37
H -0.13 -1.98 -2.62
H -2.13 -0.86 -3.24
H -1.36 -0.72 -0.62
H -2.61 1.51 -2.65
H -1.40 1.29 -3.92
H -2.87 1.84 -0.33
H -2.75 2.85 1.91
H -0.72 3.95 2.70
H 1.27 4.12 1.24
H 3.07 3.98 -0.83
H 4.20 3.58 -2.99
H 3.04 2.44 -4.82
H 0.74 1.64 -4.56
H -0.24 -0.30 1.43
H -1.89 0.52 2.77
H -3.54 -0.14 2.91
H -2.65 -0.29 1.37
```

***

Here is a cluster of 2 separate species, C25H28N2O5 in total from the Open Molecules 2025 dataset. Energies are from the ωB97M-V functional and the def2-TZVPD basis.

Computed properties:
- total charge = 0
- lowest unoccupied orbital energy (eV) = -0.15
- SMILES = COc1ccc(C=C2C(=O)OC(C)(C)OC2=O)cc1.c1ncc2c3c1CCCN3CCC2

```
60
C25H28N2O5 the ωB97M-V functional and the def2-TZVPD basis
C -0.73 0.48 -7.24
O -0.39 -0.54 -6.34
C -0.97 -0.43 -5.09
C -0.58 -1.35 -4.10
C -1.10 -1.31 -2.84
C -2.03 -0.32 -2.48
C -2.53 -0.23 -1.11
C -2.56 0.90 -0.36
C -3.14 0.85 0.98
O -3.47 -0.24 1.43
O -3.30 2.02 1.67
C -3.22 3.24 0.89
C -4.55 3.46 0.18
C -2.94 4.38 1.88
O -2.15 3.29 -0.10
C -1.85 2.13 -0.74
O -0.99 2.08 -1.61
C -2.43 0.59 -3.47
C -1.92 0.54 -4.73
H -0.18 0.32 -8.17
H -1.80 0.44 -7.45
H -0.45 1.45 -6.83
H 0.15 -2.09 -4.37
H -0.75 -1.98 -2.08
H -2.86 -1.14 -0.64
H -4.75 2.64 -0.51
H -5.36 3.49 0.91
H -4.54 4.39 -0.39
H -1.98 4.21 2.36
H -2.89 5.33 1.36
H -3.71 4.42 2.64
H -3.12 1.37 -3.19
H -2.24 1.26 -5.46
C 0.50 -2.27 1.02
N 0.22 -1.07 0.54
C 1.05 -0.10 0.90
C 2.17 -0.26 1.70
C 2.47 -1.55 2.16
C 1.59 -2.57 1.82
C 1.83 -3.99 2.27
C 2.81 -4.08 3.44
C 4.04 -3.19 3.21
N 3.64 -1.81 2.89
C 4.65 -0.74 3.10
C 3.99 0.63 3.22
C 3.06 0.90 2.03
H -0.17 -3.07 0.75
H 0.82 0.88 0.52
H 2.22 -4.56 1.42
H 0.87 -4.45 2.53
H 3.12 -5.12 3.61
H 2.31 -3.77 4.37
H 4.63 -3.57 2.37
H 4.70 -3.19 4.09
H 5.33 -0.76 2.24
H 5.25 -0.98 3.99
H 4.75 1.42 3.31
H 3.41 0.67 4.15
H 2.44 1.79 2.23
H 3.65 1.15 1.15
```

***

Here is a structure of composition C25H28N3O4RuSSi2 from the Open Molecules 2025 dataset. Energies are from the ωB97M-V functional and the def2-TZVPD basis.

Computed properties:
- total charge = -1
- lowest unoccupied orbital energy (eV) = 2.46

```
64
C25H28N3O4RuSSi2 the ωB97M-V functional and the def2-TZVPD basis
Ru -0.20 -0.07 -0.90
N -3.20 -2.90 0.79
C -2.07 -2.18 0.44
S -2.23 -1.18 -1.05
N -1.00 -2.28 1.14
N 0.07 -1.46 0.74
C 1.12 -1.54 1.49
C 2.34 -0.81 1.30
C 3.37 -1.14 2.20
C 4.62 -0.59 2.14
C 4.87 0.35 1.13
C 3.90 0.71 0.25
C 2.58 0.16 0.28
O 1.75 0.59 -0.62
H -3.82 -3.13 0.03
H -3.02 -3.67 1.43
H 1.09 -2.24 2.33
H 3.15 -1.89 2.96
H 5.39 -0.88 2.84
H 5.86 0.80 1.05
H 4.09 1.43 -0.55
C -0.61 0.63 -4.42
Si -0.44 1.41 -2.71
C 0.93 2.72 -2.89
C -2.07 2.43 -2.55
C -2.39 3.45 -3.45
C -3.59 4.14 -3.40
C -4.54 3.79 -2.44
C -4.25 2.78 -1.53
C -3.03 2.10 -1.57
Si -2.64 0.85 -0.22
C -4.19 0.62 0.82
C -1.26 1.40 0.92
H -0.85 1.38 -5.19
H -1.40 -0.13 -4.43
H 0.33 0.14 -4.68
H 0.83 3.30 -3.81
H 1.89 2.20 -2.91
H 0.94 3.40 -2.03
H -1.67 3.72 -4.22
H -3.81 4.92 -4.11
H -5.49 4.32 -2.39
H -5.00 2.53 -0.79
H -4.50 1.55 1.30
H -4.02 -0.13 1.60
H -5.00 0.27 0.18
H -1.45 2.45 1.16
H -0.20 1.57 0.53
H -1.20 0.84 1.85
O 4.62 -2.02 -2.31
C 3.82 -2.75 -1.54
C 4.41 -3.65 -0.64
C 3.61 -4.49 0.11
C 2.23 -4.46 -0.01
C 1.64 -3.54 -0.86
C 2.41 -2.66 -1.61
C 1.75 -1.65 -2.53
O 2.44 -1.17 -3.45
O 0.51 -1.38 -2.39
H 4.01 -1.59 -2.97
H 5.49 -3.67 -0.57
H 4.08 -5.18 0.80
H 1.61 -5.13 0.58
H 0.57 -3.47 -0.95
```

***

Here is a structure of composition C25H28N3O6PtS3 from the Open Molecules 2025 dataset. Energies are from the ωB97M-V functional and the def2-TZVPD basis.

Computed properties:
- total charge = +1
- lowest unoccupied orbital energy (eV) = -2.40

```
66
C25H28N3O6PtS3 the ωB97M-V functional and the def2-TZVPD basis
Pt -0.09 1.32 1.01
N 0.33 3.22 1.49
N -0.71 4.14 1.28
C -1.95 3.69 1.08
N -2.93 4.58 0.93
S -2.28 2.03 0.97
H 0.63 3.27 2.47
H 1.18 3.34 0.83
H -0.45 5.11 1.17
H -2.80 5.56 1.13
H -3.86 4.25 0.74
O -3.44 -0.60 0.09
S -4.12 -0.72 -1.23
C -3.55 -2.29 -1.95
C -2.09 -2.58 -1.63
C -1.92 -3.24 -0.26
C -0.46 -3.31 0.17
S 0.16 -1.95 1.18
O -0.17 -0.67 0.42
C -0.96 -2.16 2.56
C -1.99 -1.27 2.81
C -2.81 -1.48 3.91
C -2.58 -2.55 4.76
C -1.53 -3.43 4.51
C -0.71 -3.24 3.41
C -3.29 0.38 -2.37
C -2.01 0.84 -2.10
C -1.40 1.71 -3.00
C -2.07 2.10 -4.15
C -3.35 1.64 -4.41
C -3.97 0.78 -3.51
H -3.74 -2.22 -3.02
H -4.21 -3.06 -1.54
H -1.51 -1.66 -1.66
H -1.67 -3.23 -2.40
H -2.31 -4.26 -0.30
H -2.50 -2.70 0.49
H 0.23 -3.36 -0.68
H -0.24 -4.17 0.80
H -2.18 -0.45 2.14
H -3.63 -0.80 4.10
H -3.22 -2.71 5.62
H -1.35 -4.26 5.17
H 0.12 -3.91 3.24
H -1.51 0.53 -1.19
H -0.40 2.07 -2.80
H -1.59 2.77 -4.85
H -3.87 1.96 -5.30
H -4.98 0.43 -3.70
O 2.50 2.77 -0.03
C 2.73 1.61 0.36
O 1.91 0.90 1.06
C 4.04 0.98 0.06
C 4.25 -0.36 0.35
C 5.47 -0.98 0.06
C 6.44 -0.20 -0.51
O 7.69 -0.56 -0.89
C 8.32 0.63 -1.38
O 7.35 1.67 -1.37
C 6.23 1.14 -0.80
C 5.04 1.76 -0.53
H 3.45 -0.93 0.81
H 5.65 -2.03 0.28
H 8.66 0.45 -2.41
H 9.15 0.89 -0.73
H 4.86 2.80 -0.76
```

***

Here is an isolated molecule of C25H28N4O3 from the Open Molecules 2025 dataset. Energies are from the ωB97M-V functional and the def2-TZVPD basis.

Computed properties:
- total charge = 0
- lowest unoccupied orbital energy (eV) = 0.64
- SMILES = COc1ccccc1N1CCN([C@H](CNC(=O)Oc2ccccc2)c2cccnc2)CC1

```
60
C25H28N4O3 the ωB97M-V functional and the def2-TZVPD basis
C 4.22 5.15 -1.01
O 3.74 3.84 -1.17
C 4.14 3.12 -2.26
C 4.96 3.62 -3.25
C 5.37 2.82 -4.31
C 4.95 1.51 -4.38
C 4.11 1.00 -3.40
C 3.69 1.78 -2.33
N 2.91 1.26 -1.29
C 1.64 1.90 -0.99
C 1.24 1.56 0.45
N 1.11 0.12 0.60
C 0.58 -0.20 1.93
C 0.46 -1.72 2.16
N -0.36 -2.36 1.17
C -1.68 -2.58 1.42
O -2.17 -2.63 2.52
O -2.32 -2.83 0.25
C -3.68 -3.06 0.22
C -4.13 -3.94 -0.76
C -5.49 -4.18 -0.90
C -6.39 -3.55 -0.06
C -5.94 -2.67 0.90
C -4.59 -2.41 1.05
C -0.82 0.35 2.08
C -1.71 0.36 1.01
C -3.01 0.78 1.23
C -3.37 1.19 2.50
N -2.52 1.20 3.52
C -1.29 0.79 3.31
C 2.39 -0.49 0.30
C 2.80 -0.17 -1.13
H 3.89 5.81 -1.82
H 5.31 5.18 -0.96
H 3.81 5.51 -0.07
H 5.31 4.64 -3.21
H 6.01 3.23 -5.07
H 5.26 0.88 -5.20
H 3.78 -0.02 -3.48
H 1.74 2.97 -1.09
H 0.86 1.53 -1.67
H 0.29 2.04 0.68
H 2.01 1.96 1.13
H 1.22 0.21 2.73
H 1.45 -2.20 2.18
H -0.02 -1.89 3.13
H -0.10 -2.20 0.21
H -3.41 -4.43 -1.40
H -5.83 -4.87 -1.65
H -7.45 -3.74 -0.17
H -6.64 -2.17 1.55
H -4.23 -1.73 1.81
H -1.39 0.04 0.03
H -3.74 0.78 0.42
H -4.38 1.52 2.73
H -0.63 0.82 4.17
H 2.32 -1.57 0.40
H 3.18 -0.13 0.99
H 3.77 -0.62 -1.33
H 2.05 -0.60 -1.82
```

***

For each record above, in turn, the calculated energy relative to the best compared isomer or geometry (same formula, charge and spin) values are 76.1 78.5 90.6 215.0 33.2 0.0 113.9 kJ/mol.